<one>
Here is a structure of composition C39H41BrClN5O5PSSr from the OMol25 dataset. Energies are from the ωB97M-V functional and the def2-TZVPD basis.

Element x y z (Å)
Sr1 1.061 0.746 -0.412
C1 1.694 3.208 2.552
O1 1.436 1.828 2.380
C2 2.157 1.008 3.291
C3 3.489 0.649 2.713
O2 3.188 -0.159 1.585
C4 4.314 -0.617 0.839
C5 4.560 0.289 -0.328
O3 3.362 0.321 -1.098
C6 3.538 1.043 -2.338
H1 1.483 3.512 3.578
H2 1.037 3.745 1.875
H3 2.736 3.458 2.320
H4 1.577 0.098 3.422
H5 2.267 1.495 4.261
H6 4.085 0.094 3.438
H7 4.042 1.545 2.418
H8 4.066 -1.614 0.476
H9 5.209 -0.682 1.458
H10 5.386 -0.096 -0.928
H11 4.805 1.304 0.000
H12 4.326 0.598 -2.946
H13 3.786 2.092 -2.146
H14 2.617 0.993 -2.909
Cl1 -1.428 2.216 1.213
C7 -1.604 1.566 2.826
C8 -2.081 2.409 3.810
C9 -2.223 1.922 5.100
C10 -1.883 0.609 5.385
C11 -1.417 -0.227 4.377
C12 -1.279 0.233 3.070
P1 -0.728 -0.813 1.660
C13 -2.334 -1.340 0.920
C14 -2.319 -2.460 0.078
C15 -3.496 -2.925 -0.494
C16 -4.698 -2.269 -0.250
C17 -4.716 -1.148 0.570
C18 -3.539 -0.688 1.156
C19 -0.217 -2.379 2.465
C20 -1.138 -3.275 3.015
C21 -0.704 -4.433 3.641
C22 0.659 -4.704 3.745
C23 1.583 -3.829 3.194
C24 1.145 -2.673 2.550
H15 -2.346 3.432 3.562
H16 -2.604 2.571 5.879
H17 -1.995 0.226 6.391
H18 -1.160 -1.250 4.612
H19 -1.384 -2.973 -0.126
H20 -3.475 -3.811 -1.123
H21 -5.621 -2.636 -0.690
H22 -5.652 -0.636 0.771
H23 -3.581 0.173 1.813
H24 -2.200 -3.069 2.943
H25 -1.427 -5.128 4.053
H26 0.995 -5.607 4.246
H27 2.645 -4.045 3.263
H28 1.862 -1.997 2.104
N1 -5.739 0.698 -4.600
C25 -4.430 0.742 -4.196
C26 -3.974 -0.111 -3.182
C27 -2.653 -0.091 -2.792
C28 -1.768 0.782 -3.424
C29 -2.203 1.642 -4.436
C30 -3.521 1.614 -4.821
S1 -0.142 0.926 -2.891
O4 0.196 -0.311 -2.135
O5 0.716 1.191 -4.013
N2 -0.118 2.041 -1.755
C31 0.745 3.145 -1.800
N3 0.747 3.981 -2.844
C32 1.525 5.056 -2.743
C33 2.304 5.327 -1.622
C34 2.280 4.385 -0.626
N4 1.527 3.272 -0.698
H29 -6.416 0.230 -4.027
H30 -6.089 1.421 -5.200
H31 -4.665 -0.795 -2.700
H32 -2.305 -0.750 -2.001
H33 -1.500 2.322 -4.909
H34 -3.870 2.271 -5.611
H35 1.516 5.734 -3.592
H36 2.899 6.226 -1.540
H37 2.887 4.498 0.264
Br1 4.341 -2.564 -2.491
C35 2.460 -2.743 -2.621
C36 1.827 -2.579 -3.837
C37 0.453 -2.750 -3.880
C38 -0.215 -3.081 -2.712
N5 0.398 -3.233 -1.536
C39 1.720 -3.052 -1.490
H38 2.389 -2.323 -4.725
H39 -0.093 -2.615 -4.806
H40 -1.291 -3.229 -2.717
H41 2.198 -3.182 -0.523

As for the molecular weight: 925.80 g/mol. The orbital gap is 0.306 Ha. The net charge is +1.

=====

<two>
Here is a structure of composition C39H41BrClN5O5PSSr from the OMol25 dataset. Energies are from the ωB97M-V functional and the def2-TZVPD basis.

Element x y z (Å)
Sr1 0.200 0.021 -0.754
C1 -0.105 3.337 -2.278
O1 0.382 2.638 -1.136
C2 1.329 3.376 -0.379
C3 2.082 2.381 0.473
O2 1.194 1.558 1.226
C4 0.673 2.117 2.429
C5 -0.787 2.477 2.307
O3 -1.491 1.307 1.943
C6 -2.862 1.356 2.308
H1 0.725 3.643 -2.918
H2 -0.680 4.216 -1.975
H3 -0.746 2.655 -2.830
H4 0.818 4.131 0.229
H5 2.034 3.888 -1.042
H6 2.803 2.883 1.122
H7 2.633 1.694 -0.177
H8 1.252 2.997 2.721
H9 0.777 1.354 3.203
H10 -0.949 3.262 1.558
H11 -1.129 2.850 3.279
H12 -2.965 1.415 3.395
H13 -3.326 0.439 1.950
H14 -3.366 2.213 1.853
Cl1 -2.813 1.400 -0.925
C7 -4.021 0.744 -2.012
C8 -5.220 1.431 -2.104
C9 -6.205 0.961 -2.955
C10 -5.985 -0.183 -3.710
C11 -4.778 -0.855 -3.605
C12 -3.771 -0.411 -2.746
P1 -2.170 -1.290 -2.632
C13 -1.875 -1.838 -4.336
C14 -1.158 -0.976 -5.163
C15 -0.907 -1.322 -6.481
C16 -1.351 -2.542 -6.974
C17 -2.045 -3.415 -6.148
C18 -2.309 -3.065 -4.831
C19 -2.547 -2.818 -1.719
C20 -3.791 -3.130 -1.176
C21 -3.951 -4.287 -0.424
C22 -2.876 -5.138 -0.214
C23 -1.635 -4.837 -0.762
C24 -1.467 -3.682 -1.507
H15 -5.372 2.327 -1.516
H16 -7.143 1.495 -3.033
H17 -6.749 -0.547 -4.383
H18 -4.599 -1.738 -4.206
H19 -0.767 -0.048 -4.763
H20 -0.346 -0.650 -7.118
H21 -1.144 -2.818 -7.999
H22 -2.379 -4.372 -6.528
H23 -2.844 -3.753 -4.187
H24 -4.636 -2.472 -1.340
H25 -4.919 -4.522 0.000
H26 -3.006 -6.036 0.377
H27 -0.797 -5.505 -0.607
H28 -0.500 -3.450 -1.946
N1 6.824 -0.410 -6.348
C25 5.742 -0.553 -5.508
C26 4.943 -1.701 -5.567
C27 3.831 -1.827 -4.762
C28 3.497 -0.799 -3.893
C29 4.280 0.347 -3.815
C30 5.395 0.471 -4.617
S1 2.089 -0.939 -2.867
O4 1.412 0.371 -2.894
O5 1.277 -2.039 -3.331
N2 2.450 -1.068 -1.324
C31 2.992 -2.226 -0.826
N3 3.655 -3.055 -1.642
C32 4.174 -4.149 -1.099
C33 4.057 -4.447 0.246
C34 3.353 -3.525 1.001
N4 2.819 -2.425 0.492
H29 7.195 -1.243 -6.773
H30 7.517 0.273 -6.096
H31 5.205 -2.496 -6.255
H32 3.216 -2.716 -4.793
H33 4.006 1.141 -3.132
H34 6.004 1.366 -4.566
H35 4.705 -4.806 -1.781
H36 4.485 -5.338 0.679
H37 3.203 -3.676 2.067
Br1 -3.795 -3.204 3.311
C35 -2.059 -2.540 2.987
C36 -1.105 -2.553 3.987
C37 0.140 -2.015 3.705
C38 0.371 -1.480 2.451
N5 -0.555 -1.476 1.486
C39 -1.747 -2.012 1.746
H38 -1.332 -2.968 4.959
H39 0.919 -2.006 4.455
H40 1.332 -1.052 2.192
H41 -2.484 -2.008 0.950

As for the molecular weight: 925.80 g/mol. The orbital gap is 0.302 Ha. The net charge is +1.

=====

Which of them is the least stable? Correct choice: <one>.

=====

<one>
Here is a structure of composition C23H14AuCl2F6N5O7S2 from the OMol25 dataset. Energies are from the ωB97M-V functional and the def2-TZVPD basis.

Element x y z (Å)
Au1 -0.267 -2.461 -0.287
Cl1 -4.807 -4.389 -0.486
C1 -4.141 -3.327 0.692
C2 -4.951 -2.853 1.740
C3 -4.456 -2.006 2.689
Cl2 -5.483 -1.448 3.968
C4 -3.109 -1.578 2.636
C5 -2.481 -0.703 3.548
C6 -1.170 -0.356 3.374
C7 -0.460 -0.857 2.276
N1 -1.022 -1.688 1.425
C8 -2.332 -2.064 1.575
C9 -2.823 -2.947 0.591
O1 -2.009 -3.371 -0.372
H1 -5.983 -3.173 1.784
H2 -3.050 -0.308 4.378
H3 -0.673 0.329 4.043
H4 0.564 -0.567 2.092
N2 6.707 5.443 -1.718
C10 6.112 4.484 -1.507
C11 5.375 3.277 -1.242
C12 6.030 2.051 -1.251
C13 5.325 0.888 -0.997
C14 3.966 0.955 -0.727
C15 3.303 2.176 -0.714
C16 4.010 3.335 -0.976
N3 3.240 -0.251 -0.467
C17 3.766 -1.493 -0.156
C18 2.719 -2.336 -0.012
N4 1.563 -1.611 -0.213
C19 1.905 -0.369 -0.498
H5 7.089 2.007 -1.465
H6 5.844 -0.058 -1.033
H7 2.250 2.249 -0.483
H8 3.499 4.287 -0.965
H9 4.819 -1.676 -0.064
H10 2.707 -3.391 0.193
H11 1.203 0.407 -0.753
C20 -1.166 -2.363 -3.374
C21 -0.040 -3.321 -3.109
O2 0.459 -4.032 -3.939
O3 0.467 -3.369 -1.856
H12 -1.373 -2.362 -4.440
H13 -0.906 -1.357 -3.042
H14 -2.056 -2.665 -2.821
F1 -3.738 1.296 -2.701
C22 -2.940 2.003 -1.905
F2 -2.201 2.814 -2.649
F3 -3.690 2.730 -1.083
S1 -1.846 0.834 -0.933
O4 -0.564 0.889 -1.600
O5 -2.536 -0.426 -0.956
N5 -1.824 1.372 0.540
S2 -0.824 2.537 0.957
O6 0.401 2.013 1.511
O7 -0.734 3.628 0.032
C23 -1.756 3.173 2.413
F4 -2.945 3.631 2.049
F5 -1.921 2.210 3.325
F6 -1.054 4.162 2.964

As for the molecular weight: 918.39 g/mol. The orbital gap is 0.272 Ha. The net charge is 0.

=====

<two>
Here is a structure of composition C23H14AuCl2F6N5O7S2 from the OMol25 dataset. Energies are from the ωB97M-V functional and the def2-TZVPD basis.

Element x y z (Å)
Au1 0.874 0.377 -1.504
Cl1 1.641 5.487 -1.224
C1 2.808 4.243 -1.196
C2 4.142 4.539 -0.968
C3 5.081 3.533 -0.904
Cl2 6.724 3.954 -0.634
C4 4.717 2.154 -1.046
C5 5.609 1.076 -0.897
C6 5.151 -0.208 -1.019
C7 3.805 -0.426 -1.313
N1 2.964 0.585 -1.467
C8 3.387 1.860 -1.317
C9 2.368 2.901 -1.411
O1 1.161 2.621 -1.662
H1 4.442 5.570 -0.838
H2 6.647 1.274 -0.671
H3 5.809 -1.057 -0.880
H4 3.390 -1.422 -1.419
N2 -8.532 -4.487 -0.331
C10 -7.631 -3.779 -0.464
C11 -6.498 -2.888 -0.632
C12 -6.702 -1.527 -0.818
C13 -5.624 -0.678 -0.986
C14 -4.334 -1.182 -0.966
C15 -4.124 -2.540 -0.767
C16 -5.201 -3.389 -0.605
N3 -3.221 -0.294 -1.162
C17 -3.275 1.098 -1.266
C18 -2.016 1.518 -1.502
N4 -1.193 0.400 -1.566
C19 -1.936 -0.666 -1.355
H5 -7.711 -1.134 -0.836
H6 -5.806 0.378 -1.136
H7 -3.123 -2.949 -0.723
H8 -5.037 -4.448 -0.454
H9 -4.180 1.669 -1.125
H10 -1.629 2.521 -1.624
H11 -1.550 -1.676 -1.329
C20 0.912 -4.000 -1.426
C21 0.878 -2.586 -1.974
O2 0.767 -2.352 -3.175
O3 0.965 -1.665 -1.023
H12 0.867 -4.706 -2.246
H13 0.068 -4.145 -0.744
H14 1.823 -4.146 -0.838
F1 3.556 -0.886 1.864
C22 2.381 -0.730 2.523
F2 1.578 -1.727 2.191
F3 2.621 -0.738 3.829
S1 1.682 0.922 2.007
O4 0.663 0.577 1.024
O5 2.842 1.614 1.506
N5 1.086 1.601 3.283
S2 -0.382 1.049 3.689
O6 -1.470 1.673 2.988
O7 -0.401 -0.381 3.870
C23 -0.438 1.775 5.364
F4 0.593 1.340 6.099
F5 -0.403 3.113 5.280
F6 -1.584 1.390 5.929

As for the molecular weight: 918.39 g/mol. The orbital gap is 0.180 Ha. The net charge is 0.

=====

Which of them is the least stable? Correct choice: <two>.